1.
The following is a quantum chemistry calculation of a structure of composition C14H18PtS5 at a distorted geometry, from OMol25.

Output
total charge = +2
2S+1 = 5
highest occupied orbital energy (alpha / beta) = -14.43 / -15.10 eV
relative energy (zero: lowest compared OMol25 entry of this formula, charge and spin) = 0.0 kcal per mole
LUMO energy (alpha / beta) = -0.24415 / -0.34794 Ha
gap between HOMO and LUMO (alpha / beta) = 7.8 / 5.6 eV

Atoms and positions in Å:
Pt  -0.099  -0.376  0.484
S  2.619  1.625  3.994
S  2.778  1.178  6.990
S  1.811  0.975  1.230
S  -0.170  -1.462  2.678
S  1.284  -0.678  5.135
C  -1.351  -0.393  -1.469
C  -2.725  -0.957  -1.328
C  0.484  1.087  -1.894
C  -1.924  2.088  -1.750
C  0.955  -0.300  3.531
C  -0.132  -1.136  -1.626
C  2.312  0.799  5.497
C  0.936  -0.245  -1.970
C  1.699  0.635  2.933
C  -0.976  0.992  -1.689
C  2.364  -0.574  -2.317
C  1.245  2.325  -2.056
C  -1.697  -1.139  3.639
C  -0.026  -2.551  -2.031
H  2.794  -1.219  -1.550
H  -2.125  -0.211  3.275
H  -1.518  -1.065  4.721
H  -2.155  2.230  -2.839
H  -2.785  1.850  -1.141
H  0.846  3.137  -1.457
H  -2.472  -1.834  3.373
H  -2.628  -2.005  -1.064
H  -0.589  -3.196  -1.355
H  -3.291  -0.374  -0.589
H  -1.465  3.028  -1.464
H  2.376  -1.087  -3.252
H  -3.257  -0.924  -2.280
H  -0.486  -2.566  -3.039
H  0.993  -2.878  -2.036
H  2.883  0.350  -2.412
H  2.306  2.256  -1.820
H  1.186  2.617  -3.055

=====

2.
The following is a quantum chemistry calculation of a cluster of 3 separate species, C19H44BrI2N3O6PS2 in total at a distorted geometry, from OMol25.

Output
total charge = -1
highest occupied orbital energy = -5.31 eV
relative energy (zero: lowest compared OMol25 entry of this formula, charge and spin) = 4.9 kcal per mole
LUMO energy = 0.07569 Ha
gap between HOMO and LUMO = 7.4 eV

Atoms and positions in Å:
I  -5.663  -0.069  -1.500
I  -4.309  -2.163  1.554
Br  -5.597  5.513  -2.632
S  -1.022  -1.878  -1.532
S  -3.034  1.174  -7.043
P  -2.236  -0.105  -2.306
O  -1.501  0.894  -1.055
O  -0.407  2.904  -1.499
O  0.938  3.270  0.166
O  1.004  -0.708  4.980
O  -3.143  1.258  -2.861
O  4.894  -2.787  2.701
N  -1.161  -1.191  3.092
N  6.559  -0.841  4.039
N  -0.032  3.674  -0.341
C  7.918  -1.812  2.269
C  1.954  -1.748  5.088
C  -3.606  3.569  -2.105
C  -2.321  0.129  -5.715
C  0.979  -0.057  3.722
C  0.878  -1.985  2.041
C  -0.854  0.250  -3.587
C  -1.660  2.229  -1.247
C  -3.643  -0.755  -1.082
C  4.958  -2.819  1.287
C  -2.607  2.469  -2.447
C  -5.277  3.055  -3.990
C  -3.747  0.750  1.022
C  -1.257  0.886  -4.918
C  6.065  -3.194  3.376
C  7.125  -2.097  3.540
C  -4.401  4.078  -3.299
C  -3.333  -0.575  0.392
C  0.166  -0.775  2.637
H  7.331  -1.246  1.546
H  1.919  -1.752  1.802
H  -0.351  -0.699  -3.756
H  -1.693  -0.376  3.387
H  -4.726  0.712  1.488
H  2.005  0.129  3.377
H  -2.785  -1.061  -3.234
H  0.380  -2.296  1.123
H  -6.039  2.704  -3.299
H  -1.947  2.932  -3.200
H  -2.085  2.706  -0.355
H  -3.747  1.546  0.283
H  5.570  -3.655  0.934
H  -1.053  -1.743  3.938
H  -3.713  -1.813  -1.305
H  -5.801  3.534  -4.818
H  8.248  -2.738  1.793
H  -3.152  -0.200  -5.105
H  -1.575  1.920  -4.815
H  0.519  0.917  3.909
H  0.022  -0.049  1.828
H  -3.008  4.406  -1.734
H  2.226  -1.844  6.140
H  -2.289  -0.769  0.588
H  5.791  -0.581  3.425
H  3.942  -2.950  0.918
H  -3.609  2.076  -6.244
H  8.801  -1.219  2.504
H  5.734  -3.495  4.374
H  -3.025  1.023  1.795
H  -1.875  -0.700  -6.259
H  2.856  -1.529  4.507
H  -4.693  2.222  -4.367
H  0.865  -2.837  2.720
H  6.119  -1.002  4.940
H  -0.110  0.902  -3.124
H  1.540  -2.704  4.758
H  6.491  -4.085  2.894
H  5.348  -1.884  0.878
H  -4.297  3.299  -1.303
H  -0.478  -1.387  -0.416
H  -0.363  0.913  -5.549
H  7.833  -2.460  4.293
H  -3.750  4.589  -4.004

=====

3.
The following is a quantum chemistry calculation of a cluster of 3 separate species, C13H26FNO8S in total at a distorted geometry, from OMol25.

Output
highest occupied orbital energy = -9.23 eV
LUMO energy = 0.00958 Ha
gap between HOMO and LUMO = 9.5 eV

Atoms and positions in Å:
S  -0.870  2.101  -2.108
F  -1.424  2.774  -0.802
O  -4.378  -1.023  -4.784
O  3.163  -2.100  7.041
O  -3.263  -0.249  -6.590
O  2.100  -0.599  5.731
O  3.306  -0.007  7.546
O  -5.299  -1.219  -6.726
O  -1.632  0.937  -2.379
O  -0.857  3.137  -3.071
N  0.666  1.665  -1.763
C  2.789  -0.874  6.679
C  2.086  3.393  -2.588
C  -3.285  -0.592  -3.956
C  -5.257  -1.014  -8.139
C  2.980  1.360  7.277
C  0.888  0.510  -0.831
C  0.264  -0.824  1.217
C  -0.275  0.000  0.018
C  2.674  -3.140  6.189
C  1.430  -1.739  0.838
C  -4.216  -0.777  -6.078
C  1.511  2.795  -1.530
C  0.714  0.153  2.338
H  -0.871  -0.686  -0.582
H  -3.547  -0.854  -2.936
H  1.586  -3.156  6.189
H  -0.556  -1.423  1.613
H  2.612  2.835  -3.353
H  -3.150  0.479  -4.033
H  1.728  3.078  -0.502
H  1.731  -0.046  2.672
H  3.054  -4.070  6.601
H  1.278  -0.313  -1.426
H  0.646  1.188  1.993
H  -4.416  -1.546  -8.581
H  3.464  1.943  8.055
H  -2.370  -1.108  -4.242
H  2.014  4.469  -2.712
H  1.214  -2.387  -0.013
H  2.349  -1.174  0.684
H  0.040  0.087  3.191
H  -6.188  -1.416  -8.530
H  1.690  0.822  -0.159
H  -5.189  0.046  -8.373
H  3.362  1.660  6.303
H  1.639  -2.399  1.684
H  3.044  -3.010  5.174
H  -0.881  0.799  0.436
H  1.904  1.513  7.319

=====

4.
The following is a quantum chemistry calculation of a structure of composition C4H10N2O at a distorted geometry, from OMol25.

Output
highest occupied orbital energy = -8.43 eV
relative energy (zero: lowest compared OMol25 entry of this formula, charge and spin) = 95.1 kcal per mole
LUMO energy = 0.03266 Ha
gap between HOMO and LUMO = 9.3 eV

Atoms and positions in Å:
O  -2.024  0.080  1.006
N  1.655  -1.475  -2.268
N  -0.782  1.733  0.059
C  -0.718  0.465  0.657
C  0.911  -0.442  -1.098
C  -0.235  -0.796  -0.680
C  0.216  0.423  1.855
H  1.608  -1.102  -3.211
H  -0.923  -1.607  -0.818
H  1.593  0.373  -0.961
H  -1.458  1.785  -0.692
H  1.283  -2.420  -2.259
H  -2.001  -0.816  1.358
H  -0.199  1.004  2.683
H  1.176  0.865  1.601
H  0.373  -0.604  2.179
H  -0.473  2.534  0.589

=====

Question: Which formula does entry 4 have?
Answer: C4H10N2O